# 1
C57H48N5O2P2Tl | the ωB97M-V functional and the def2-TZVPD basis

Structure (XYZ):
```
115
Properties=species:S:1:pos:R:3:lowdin_charge:R:1
Tl 0.509 -0.030 0.282 1.07
C -0.487 -2.772 -3.373 -0.02
C -0.258 -1.634 -2.579 -0.13
N 0.483 -1.659 -1.501 0.03
C 1.089 -2.815 -1.105 -0.17
C 0.907 -4.006 -1.843 -0.15
C 0.086 -3.947 -2.992 0.01
C 1.489 -5.217 -1.406 -0.06
C 2.155 -5.224 -0.217 -0.07
C 2.331 -4.048 0.535 -0.02
C 1.870 -2.813 0.109 -0.22
N 2.028 -1.619 0.786 0.01
C 2.776 -1.502 1.929 -0.21
C 3.959 -2.171 2.193 -0.03
C 4.598 -2.099 3.449 -0.08
C 4.083 -1.363 4.474 -0.06
C 2.954 -0.550 4.216 -0.15
C 2.391 0.312 5.181 -0.01
C 1.391 1.176 4.835 -0.04
C 0.946 1.182 3.503 -0.14
N 1.388 0.336 2.607 0.06
C 2.356 -0.556 2.936 -0.13
H -1.135 -2.705 -4.238 0.07
H -0.710 -0.684 -2.837 0.06
H -0.093 -4.861 -3.551 0.12
H 1.376 -6.114 -2.005 0.11
H 2.557 -6.153 0.171 0.11
H 2.809 -4.125 1.498 0.10
H 4.399 -2.776 1.414 0.11
H 5.510 -2.664 3.601 0.11
H 4.532 -1.367 5.460 0.11
H 2.774 0.285 6.196 0.12
H 0.949 1.851 5.556 0.11
H 0.221 1.916 3.161 0.11
N -1.878 0.503 1.449 0.00
C -2.155 -0.178 2.734 -0.22
C -2.490 -1.645 2.529 -0.10
C -1.398 -2.448 1.825 -0.63
O -1.146 -3.574 2.239 0.04
O -0.861 -1.893 0.778 -0.17
H -2.169 1.468 1.499 0.04
H -2.430 0.064 0.722 0.02
H -2.979 0.314 3.253 0.11
H -1.276 -0.104 3.371 0.09
H -3.399 -1.733 1.923 0.11
H -2.681 -2.116 3.492 0.12
C 4.428 0.003 -2.899 -0.05
C 4.688 1.364 -2.978 -0.06
C 3.850 2.252 -2.330 -0.01
C 2.751 1.763 -1.623 -0.22
N 2.530 0.459 -1.531 0.08
C 3.342 -0.399 -2.147 -0.11
C 1.756 2.650 -0.928 -0.17
C 1.878 4.035 -1.068 -0.04
C 1.028 4.915 -0.417 -0.08
C 0.025 4.412 0.390 -0.09
C -0.121 3.037 0.518 -0.15
C 0.714 2.136 -0.131 -0.16
H 5.051 -0.727 -3.401 0.11
H 5.540 1.733 -3.537 0.11
H 4.070 3.309 -2.374 0.10
H 3.115 -1.454 -2.025 0.11
H 2.648 4.452 -1.703 0.10
H 1.160 5.984 -0.541 0.10
H -0.650 5.078 0.916 0.10
H -0.918 2.683 1.152 0.06
C -3.638 1.293 -3.444 -0.54
P -2.867 0.804 -1.808 1.05
C -3.991 -0.545 -1.277 -0.40
C -5.387 -0.452 -1.286 -0.12
C -6.166 -1.543 -0.936 -0.08
C -5.561 -2.744 -0.567 -0.07
C -4.180 -2.847 -0.547 -0.06
C -3.398 -1.750 -0.905 -0.11
C -3.429 2.252 -0.809 -0.38
C -2.853 3.485 -1.133 -0.13
C -3.200 4.638 -0.444 -0.10
C -4.107 4.573 0.608 -0.09
C -4.648 3.348 0.972 -0.08
C -4.313 2.194 0.268 -0.11
P -2.565 0.835 -4.870 1.00
C -2.956 -0.942 -5.151 -0.38
C -3.977 -1.656 -4.530 -0.08
C -4.212 -2.987 -4.863 -0.07
C -3.442 -3.614 -5.831 -0.09
C -2.416 -2.913 -6.455 -0.10
C -2.169 -1.593 -6.106 -0.14
C -3.515 1.546 -6.285 -0.38
C -4.878 1.832 -6.255 -0.09
C -5.526 2.320 -7.385 -0.08
C -4.819 2.525 -8.563 -0.09
C -3.459 2.250 -8.604 -0.09
C -2.813 1.773 -7.470 -0.12
H -3.692 2.380 -3.478 0.04
H -4.649 0.895 -3.507 0.02
H -5.870 0.477 -1.569 0.11
H -7.246 -1.461 -0.946 0.10
H -6.173 -3.593 -0.285 0.10
H -3.698 -3.770 -0.246 0.12
H -2.316 -1.836 -0.867 0.08
H -2.113 3.538 -1.929 0.11
H -2.755 5.587 -0.722 0.11
H -4.384 5.473 1.145 0.10
H -5.344 3.287 1.801 0.10
H -4.745 1.246 0.567 0.10
H -4.596 -1.194 -3.771 0.08
H -5.006 -3.530 -4.363 0.11
H -3.639 -4.645 -6.099 0.10
H -1.802 -3.397 -7.206 0.11
H -1.351 -1.056 -6.576 0.10
H -5.455 1.670 -5.351 0.09
H -6.587 2.534 -7.345 0.10
H -5.328 2.895 -9.445 0.10
H -2.899 2.412 -9.518 0.10
H -1.746 1.573 -7.502 0.09
```

## Properties
Gap between HOMO and LUMO ... 6.791 eV

***

# 2
C3H9S3 | the ωB97M-V functional and the def2-TZVPD basis

Structure (XYZ):
```
15
Properties=species:S:1:pos:R:3:nbo_charge:R:1
C 0.816 -1.483 1.556 -0.62
C 0.339 -0.061 1.862 -0.53
S 1.641 1.170 1.469 0.02
S 0.588 2.271 0.040 -0.32
H 1.764 -1.701 2.108 0.19
H 0.978 -1.567 0.475 0.25
H 0.030 -2.216 1.843 0.20
H 0.124 0.093 2.954 0.19
H -0.573 0.200 1.272 0.25
H 0.350 1.173 -0.814 0.17
C -1.295 0.511 -2.630 -0.74
S -0.140 -0.514 -1.659 -0.59
H -2.017 1.000 -1.980 0.18
H -0.771 1.299 -3.176 0.18
H -1.832 -0.174 -3.321 0.19
```

## Properties
Net charge ... -1
Gap between HOMO and LUMO ... 6.397 eV

***

# 3
C4H13NO3 | the ωB97M-V functional and the def2-TZVPD basis

Structure (XYZ):
```
21
Properties=species:S:1:pos:R:3:nbo_charge:R:1
C 1.636 -1.115 0.729 -0.64
C 0.475 -0.435 0.000 -0.03
C -0.702 -1.398 -0.234 -0.53
C -1.349 -1.928 1.012 0.44
O -0.818 -2.623 1.835 -0.51
N 0.907 0.071 -1.312 -0.86
H 1.314 -1.709 1.573 0.24
H 2.315 -0.378 1.174 0.21
H 2.200 -1.699 0.012 0.21
H 0.092 0.410 0.575 0.18
H -0.380 -2.210 -0.901 0.22
H -1.428 -0.910 -0.894 0.22
H -2.379 -1.578 1.223 0.11
H 1.831 0.465 -1.176 0.37
H 0.884 -0.666 -2.011 0.36
H -0.052 3.694 0.799 0.47
H -0.178 2.453 1.660 0.46
O -0.461 3.371 1.613 -0.93
H -0.595 1.792 -1.995 0.48
H -2.050 1.978 -2.026 0.46
O -1.263 2.414 -1.656 -0.95
```

## Properties
Gap between HOMO and LUMO ... 10.641 eV
SMILES ... C[C@@H](N)CC=O.O.O

***

# 4
CH4S3 | the ωB97M-V functional and the def2-TZVPD basis

Structure (XYZ):
```
8
Properties=species:S:1:pos:R:3:nbo_charge:R:1
C 0.589 -0.511 0.542 -0.78
S -0.707 1.932 -0.886 -0.15
S -0.935 -1.312 0.944 0.30
S -1.668 -1.895 -0.754 -0.18
H 1.057 -0.259 1.584 0.24
H 0.207 0.468 0.033 0.21
H 1.239 -1.213 -0.031 0.25
H 0.217 2.790 -1.433 0.12
```

## Properties
Gap between HOMO and LUMO (spin up / spin down) ... 5.951 / 7.510 eV

***

# 5
C5H9NO | the ωB97M-V functional and the def2-TZVPD basis

Structure (XYZ):
```
16
Properties=species:S:1:pos:R:3:nbo_charge:R:1
C 1.128 0.118 -0.504 -0.44
C -0.157 0.532 -1.193 -0.09
N -1.028 -0.613 -1.483 -0.61
C -1.306 0.235 -0.315 -0.08
C -0.815 -0.359 0.987 -0.44
C 0.724 -0.494 0.872 0.11
O 1.340 0.142 1.987 -0.72
H 1.675 -0.595 -1.132 0.23
H 1.776 0.991 -0.344 0.20
H 1.987 0.767 1.643 0.47
H -0.162 1.386 -1.867 0.20
H -1.668 -0.383 -2.241 0.36
H -2.202 0.849 -0.325 0.20
H -1.283 -1.329 1.170 0.22
H -1.033 0.297 1.836 0.23
H 1.022 -1.546 0.909 0.17
```

## Properties
Gap between HOMO and LUMO ... 10.464 eV
SMILES ... O[C@H]1C[C@@H]2N[C@@H]2C1

***

# 6
C3H3ClO2S | the ωB97M-V functional and the def2-TZVPD basis

Structure (XYZ):
```
10
Properties=species:S:1:pos:R:3:nbo_charge:R:1
C -0.736 0.968 1.311 -0.14
C -0.188 0.338 0.428 -0.10
C 0.418 -0.327 -0.594 -0.42
O -1.875 0.756 -3.261 -0.80
O -3.136 -0.521 -1.561 -0.80
S -1.925 -0.329 -2.316 1.82
Cl -1.575 -2.150 -3.435 -0.23
H -1.223 1.489 2.081 0.23
H 0.452 -1.402 -0.592 0.22
H 1.016 0.216 -1.306 0.22
```

## Properties
Spin multiplicity ... 3
Gap between HOMO and LUMO (spin up / spin down) ... 8.630 / 6.978 eV

***

# 7
C26H78O26 | the ωB97M-V functional and the def2-TZVPD basis

Structure (XYZ):
```
130
Properties=species:S:1:pos:R:3:lowdin_charge:R:1
C 9.948 1.580 11.026 -0.20
C 10.728 0.445 11.653 -0.18
O 11.798 0.960 12.416 -0.09
O 9.376 2.369 12.055 -0.09
H 9.099 1.204 10.456 0.14
H 10.476 2.215 10.314 0.09
H 11.183 -0.119 10.839 0.12
H 10.135 -0.169 12.330 0.13
H 11.613 1.147 13.340 0.04
H 8.892 1.752 12.610 0.10
C 8.423 4.667 15.672 -0.17
C 6.985 4.267 15.956 -0.17
O 6.075 4.622 14.896 -0.08
O 8.952 4.068 14.463 -0.10
H 9.144 4.524 16.477 0.12
H 8.476 5.747 15.538 0.12
H 6.679 4.866 16.814 0.13
H 6.870 3.188 16.056 0.13
H 5.639 5.462 15.058 0.11
H 8.228 3.866 13.866 0.06
C 9.620 5.314 7.491 -0.16
C 10.506 5.086 6.203 -0.19
O 11.800 5.665 6.252 -0.07
O 9.973 4.431 8.556 -0.13
H 8.533 5.259 7.437 0.12
H 9.674 6.285 7.985 0.10
H 9.990 5.538 5.356 0.12
H 10.615 4.017 6.021 0.12
H 12.446 5.012 6.528 0.01
H 9.280 4.496 9.217 0.04
C 11.977 4.989 11.104 -0.19
C 11.802 5.741 12.481 -0.10
O 10.351 6.030 12.532 -0.07
O 12.085 5.798 9.945 -0.03
H 11.147 4.302 10.940 0.11
H 12.807 4.327 11.348 0.11
H 12.295 6.695 12.291 0.10
H 12.172 5.216 13.362 0.12
H 10.056 5.373 13.167 0.05
H 11.487 5.468 9.271 0.06
C 13.027 2.395 7.155 -0.15
C 12.049 1.983 8.315 -0.22
O 10.673 1.808 8.040 -0.08
O 13.354 3.795 7.141 -0.11
H 12.670 2.182 6.147 0.13
H 13.986 1.897 7.297 0.11
H 12.064 2.723 9.115 0.10
H 12.425 1.014 8.644 0.10
H 10.293 2.688 8.100 0.03
H 14.026 3.917 7.816 0.02
C 14.545 1.594 14.835 -0.24
C 14.321 3.006 14.536 -0.24
O 14.629 3.882 15.653 -0.08
O 15.946 1.381 15.016 -0.05
H 14.086 1.047 14.012 0.11
H 14.116 1.301 15.793 0.11
H 13.311 3.236 14.198 0.10
H 14.981 3.429 13.778 0.12
H 15.447 4.372 15.545 0.08
H 16.240 1.936 15.742 0.08
C 14.917 -0.017 9.986 -0.19
C 15.117 1.001 11.120 -0.24
O 14.126 1.948 11.031 -0.08
O 13.862 -0.906 10.436 -0.07
H 15.756 -0.678 9.767 0.12
H 14.670 0.456 9.036 0.09
H 16.051 1.564 11.132 0.13
H 15.170 0.401 12.028 0.12
H 13.327 1.568 11.404 0.05
H 13.745 -1.599 9.782 0.09
C 12.967 9.418 15.097 -0.29
C 13.012 10.845 15.748 -0.24
O 11.811 11.164 16.383 -0.06
O 12.068 9.235 14.116 -0.06
H 12.589 8.768 15.886 0.12
H 13.955 9.053 14.817 0.12
H 13.155 11.637 15.013 0.11
H 13.817 10.827 16.483 0.12
H 11.147 11.422 15.740 0.09
H 12.594 9.222 13.313 0.03
C 6.928 4.744 10.948 -0.21
C 5.968 3.730 11.526 -0.25
O 6.290 3.021 12.671 -0.06
O 8.111 4.161 10.459 -0.08
H 7.283 5.405 11.739 0.11
H 6.415 5.351 10.203 0.13
H 5.665 3.067 10.715 0.13
H 5.023 4.154 11.866 0.13
H 6.177 3.625 13.409 0.03
H 8.449 3.548 11.115 0.04
C 15.869 4.979 9.870 -0.14
C 15.665 6.430 9.609 -0.19
O 14.611 7.034 10.378 -0.09
O 14.840 4.120 9.187 -0.08
H 15.958 4.838 10.947 0.13
H 16.816 4.617 9.469 0.13
H 15.389 6.553 8.562 0.13
H 16.550 7.037 9.803 0.13
H 13.816 6.512 10.250 0.04
H 14.605 3.506 9.886 0.04
C 11.174 1.393 17.117 -0.21
C 10.350 1.159 15.806 -0.13
O 10.833 2.032 14.676 -0.12
O 10.739 2.612 17.737 -0.06
H 12.225 1.495 16.847 0.09
H 11.116 0.471 17.695 0.12
H 9.332 1.434 16.084 0.11
H 10.313 0.118 15.484 0.12
H 10.250 2.795 14.653 0.03
H 11.347 3.278 17.406 0.08
C 10.218 9.236 10.359 -0.12
C 11.072 9.292 9.111 -0.12
O 12.134 10.118 9.514 0.06
O 9.523 7.997 10.443 0.11
H 9.518 10.067 10.441 0.17
H 10.694 9.281 11.339 0.14
H 10.551 9.805 8.303 0.15
H 11.509 8.362 8.748 0.15
H 12.491 9.948 10.390 0.08
H 10.033 7.505 11.091 0.07
C 15.013 10.163 11.824 -0.20
C 15.204 10.704 10.400 -0.28
O 16.387 11.406 10.299 -0.03
O 13.946 9.249 11.865 -0.11
H 14.982 10.967 12.559 0.13
H 15.903 9.604 12.113 0.13
H 14.426 11.407 10.104 0.11
H 15.137 9.962 9.604 0.13
H 16.230 12.222 10.779 0.10
H 14.163 8.425 11.424 0.04
```

## Properties
Spin multiplicity ... 2
Net charge ... +1
Gap between HOMO and LUMO (spin up / spin down) ... 9.524 / 2.787 eV

***

# 8
CH5N2S | the ωB97M-V functional and the def2-TZVPD basis

Structure (XYZ):
```
9
Properties=species:S:1:pos:R:3:nbo_charge:R:1
C 1.263 0.907 0.067 0.12
N 0.635 1.927 0.493 -0.58
N -0.564 -0.843 -0.484 -1.08
S 1.375 2.117 -1.119 0.54
H 1.365 -0.141 0.422 0.33
H -0.153 2.293 1.102 0.50
H -0.487 -1.853 -0.295 0.41
H -0.769 -0.716 -1.438 0.39
H -1.195 -0.293 0.042 0.38
```

## Properties
Net charge ... +1
Gap between HOMO and LUMO ... 9.177 eV

***

# 9
C42H48N7O3PS2Ti | the ωB97M-V functional and the def2-TZVPD basis

Structure (XYZ):
```
104
Properties=species:S:1:pos:R:3:lowdin_charge:R:1
Ti -0.040 1.535 -0.144 0.94
C -0.953 4.390 3.037 -0.12
C -0.426 4.036 1.819 -0.18
N -0.838 2.939 1.125 -0.07
C -1.888 2.176 1.648 -0.18
C -2.451 2.480 2.918 -0.19
C -1.953 3.610 3.624 -0.07
C -3.492 1.669 3.396 -0.06
C -3.960 0.596 2.656 -0.10
C -3.411 0.295 1.418 -0.06
C -2.390 1.087 0.891 -0.24
N -1.787 0.804 -0.361 -0.08
C -2.390 1.102 -1.601 -0.23
C -3.563 0.528 -2.066 -0.03
C -4.050 0.884 -3.323 -0.09
C -3.381 1.805 -4.103 -0.06
C -2.194 2.412 -3.655 -0.18
C -1.500 3.433 -4.375 -0.07
C -0.419 4.059 -3.754 -0.12
C 0.034 3.631 -2.528 -0.18
N -0.513 2.568 -1.859 -0.06
C -1.691 2.035 -2.392 -0.17
H -0.577 5.278 3.531 0.09
H 0.356 4.623 1.351 0.10
H -2.370 3.860 4.591 0.09
H -3.930 1.902 4.360 0.10
H -4.768 -0.013 3.044 0.10
H -3.765 -0.548 0.839 0.10
H -4.071 -0.220 -1.473 0.10
H -4.952 0.413 -3.692 0.10
H -3.771 2.084 -5.076 0.10
H -1.860 3.748 -5.346 0.09
H 0.089 4.890 -4.229 0.09
H 0.872 4.120 -2.047 0.09
C -2.205 -3.152 2.406 -0.40
S -0.911 -2.160 1.640 0.75
C 0.004 -3.478 0.819 -0.40
H -2.744 -3.732 1.656 0.03
H -2.895 -2.458 2.884 0.02
H -1.793 -3.823 3.161 0.03
H 0.813 -3.008 0.261 0.02
H -0.639 -4.001 0.110 0.03
H 0.423 -4.180 1.541 0.03
C 3.166 2.096 -1.846 -0.07
C 2.765 0.642 -1.593 -0.57
C 2.176 0.115 -2.915 -0.06
C 1.734 0.527 -0.455 -0.35
C 3.973 -0.202 -1.185 -0.18
C 5.159 0.358 -0.715 -0.06
C 6.205 -0.433 -0.250 -0.11
C 6.096 -1.813 -0.252 -0.12
C 4.924 -2.392 -0.727 -0.09
C 3.885 -1.598 -1.183 -0.05
H 2.325 2.618 -2.300 0.05
H 4.010 2.162 -2.540 0.09
H 3.436 2.626 -0.930 0.06
H 1.317 0.734 -3.186 0.07
H 1.825 -0.913 -2.821 0.06
H 2.910 0.156 -3.729 0.09
H 1.355 -0.518 -0.435 0.02
H 5.274 1.434 -0.693 0.10
H 7.108 0.040 0.120 0.09
H 6.905 -2.432 0.115 0.09
H 4.814 -3.470 -0.731 0.10
H 2.972 -2.075 -1.521 0.11
C 4.191 0.499 3.154 -0.19
N 3.571 1.822 3.190 -0.15
C 2.789 1.933 4.422 -0.21
N 1.805 0.877 4.611 -0.15
C 2.492 -0.404 4.541 -0.21
N 3.256 -0.607 3.313 -0.14
C 2.408 -0.782 2.131 -0.27
P 1.447 0.757 1.710 0.88
C 2.759 2.047 1.988 -0.28
C 0.803 0.947 3.524 -0.28
H 4.914 0.448 3.976 0.12
H 4.723 0.379 2.208 0.11
H 2.274 2.897 4.425 0.12
H 3.491 1.905 5.262 0.11
H 1.756 -1.205 4.633 0.12
H 3.192 -0.468 5.381 0.11
H 1.694 -1.585 2.331 0.05
H 3.033 -1.070 1.286 0.07
H 2.272 3.025 2.071 0.08
H 3.425 2.064 1.124 0.06
H 0.047 0.173 3.693 0.07
H 0.291 1.912 3.593 0.06
N -0.950 -1.944 -2.076 0.11
C -2.111 -2.684 -2.353 -0.33
C -3.034 -2.968 -1.349 -0.06
C -4.144 -3.765 -1.611 -0.06
C -4.359 -4.284 -2.876 -0.28
C -3.452 -3.984 -3.885 -0.07
C -2.339 -3.200 -3.631 -0.04
S -5.771 -5.333 -3.232 0.39
O -5.184 -6.624 -3.578 -0.39
O -6.547 -5.347 -1.998 -0.39
O -6.441 -4.680 -4.352 -0.39
H -0.667 -1.344 -2.839 0.08
H -1.009 -1.405 -1.218 0.03
H -2.879 -2.539 -0.365 0.06
H -4.865 -3.988 -0.835 0.10
H -3.627 -4.376 -4.879 0.11
H -1.632 -2.981 -4.424 0.10
```

## Properties
Spin multiplicity ... 3
Net charge ... -2
Gap between HOMO and LUMO (spin up / spin down) ... 4.697 / 5.524 eV

***

# 10
C4H6O | the ωB97M-V functional and the def2-TZVPD basis

Structure (XYZ):
```
11
Properties=species:S:1:pos:R:3:lowdin_charge:R:1
C -1.483 1.013 0.488 0.01
C -0.214 0.429 0.387 -0.66
O 0.931 0.823 0.746 -0.08
C -0.068 -0.958 -0.171 -0.02
C 0.716 -1.106 -1.364 0.10
H -2.340 0.485 0.156 0.01
H -1.604 1.894 1.090 0.03
H 1.276 -0.325 -1.799 0.10
H -0.536 -1.678 0.678 0.21
H 1.211 -1.108 -0.210 0.17
H 0.834 -2.119 -1.922 0.14
```

## Properties
Gap between HOMO and LUMO ... 6.066 eV

***

no.,E_tot (a.u.)
1,-3480.368362
2,-1314.293436
3,-440.656693
4,-1234.965441
5,-325.869358
6,-1124.787587
7,-2993.078782
8,-548.410795
9,-4225.487598
10,-231.045692